No. 1
13
Properties=species:S:1:pos:R:3 method="wB97M-V/def2-TZVPD" orbital_gap_ev=8.04 charge=+1 e_above_lowest_kj_mol=498.92
C -1.038 0.901 -0.169
N -1.100 -0.501 0.187
N 0.332 1.351 0.088
N 0.091 -1.099 -0.298
Si 1.522 0.140 -0.050
H -1.307 1.014 -1.225
H -1.756 1.449 0.444
H -1.090 -0.559 1.203
H 0.455 2.349 0.137
H 0.186 -2.506 0.529
H -0.069 -1.448 -1.244
H 2.262 0.017 -1.295
H 2.100 -0.309 1.205

***

No. 2
80
Properties=species:S:1:pos:R:3 method="wB97M-V/def2-TZVPD" orbital_gap_ev=9.80 charge=+1
C -3.663 3.809 1.510
C -3.162 2.487 0.931
O -3.495 2.267 -0.431
C -2.764 3.070 -1.334
C -1.997 2.156 -2.321
N -1.468 0.928 -1.710
C -0.308 0.797 -1.124
N 0.106 -0.447 -0.620
N 0.588 1.822 -0.996
B 1.835 1.715 -1.771
O 2.322 0.446 -2.011
O 2.491 2.823 -2.220
C 1.951 3.491 -3.374
H -3.674 4.613 0.774
H -4.650 3.699 1.952
H -2.980 4.122 2.302
H -2.085 2.399 1.085
H -3.617 1.670 1.490
H -2.075 3.718 -0.784
H -3.475 3.678 -1.891
H -2.721 1.827 -3.063
H -1.202 2.696 -2.830
H -2.051 0.102 -1.745
H -0.701 -0.961 -0.269
H 0.538 -0.971 -1.381
H 0.166 2.745 -1.000
H 3.161 0.348 -1.534
H 0.908 3.774 -3.204
H 2.040 2.856 -4.254
H 2.528 4.400 -3.514
C 4.971 2.118 0.876
Cl 3.241 2.498 0.993
Cl 5.662 2.976 -0.500
Cl 5.781 2.598 2.358
Cl 5.141 0.373 0.629
C 3.666 -0.278 -5.444
Cl 4.700 -1.004 -6.668
Cl 2.289 0.515 -6.230
Cl 3.064 -1.530 -4.352
Cl 4.584 0.920 -4.525
C -1.301 3.361 6.169
Cl -3.053 3.458 6.359
Cl -0.752 4.626 5.059
Cl -0.523 3.573 7.736
Cl -0.876 1.781 5.497
C -1.316 -1.460 3.146
Cl -0.181 -2.534 3.947
Cl -2.528 -0.871 4.281
Cl -0.459 -0.091 2.423
Cl -2.115 -2.335 1.826
C 3.064 -3.536 1.445
Cl 3.987 -3.231 2.917
Cl 1.516 -4.293 1.876
Cl 2.749 -1.991 0.641
Cl 3.967 -4.602 0.379
C 3.959 -8.803 0.708
Cl 2.944 -7.576 1.470
Cl 4.293 -10.094 1.861
Cl 3.113 -9.464 -0.694
Cl 5.480 -8.068 0.185
C -3.692 7.971 6.466
Cl -4.485 9.015 7.642
Cl -4.906 7.252 5.397
Cl -2.553 8.918 5.503
Cl -2.822 6.682 7.302
C -1.078 -7.239 2.894
Cl -0.073 -6.896 4.306
Cl -2.627 -7.901 3.412
Cl -1.357 -5.730 2.002
Cl -0.251 -8.386 1.845
C -0.522 -3.169 -2.358
Cl -1.047 -4.414 -3.476
Cl -1.902 -2.121 -1.951
Cl 0.114 -3.892 -0.884
Cl 0.749 -2.177 -3.109
C -2.235 -2.207 -7.209
Cl -1.235 -1.946 -5.771
Cl -3.784 -2.895 -6.719
Cl -2.503 -0.665 -8.027
Cl -1.408 -3.320 -8.297

***

No. 3
190
Properties=species:S:1:pos:R:3 method="wB97M-V/def2-TZVPD" orbital_gap_ev="8.95 / 4.43" charge=+1 e_above_lowest_kj_mol=220.24 multiplicity=2 s2=0.7544
C -1.769 -3.786 5.659
O -0.504 -3.187 5.577
C -0.315 -2.102 4.764
C -0.877 -0.708 5.127
O -2.363 -0.887 5.334
C -3.110 0.367 5.509
H -1.835 -4.874 5.662
H -2.244 -3.591 4.697
H -2.432 -3.432 6.448
H -0.605 -2.338 3.740
H 0.773 -2.072 4.816
H -0.682 -0.066 4.268
H -0.253 -0.423 5.974
H -3.532 0.332 6.514
H -3.903 0.517 4.776
H -2.516 1.280 5.509
C 2.955 6.105 -1.706
O 3.806 5.111 -1.191
C 5.144 5.482 -1.161
C 6.079 4.262 -0.859
O 6.289 4.028 0.532
C 5.091 3.862 1.325
H 1.906 5.843 -1.571
H 3.173 6.393 -2.734
H 3.356 7.007 -1.243
H 5.418 6.317 -0.515
H 5.340 5.847 -2.169
H 7.051 4.461 -1.309
H 5.614 3.374 -1.287
H 4.500 4.755 1.528
H 5.445 3.736 2.348
H 4.467 3.014 1.042
C -4.819 -1.949 3.247
O -5.167 -0.628 2.968
C -6.138 -0.376 1.994
C -6.788 0.957 2.318
O -7.284 0.899 3.668
C -8.453 0.152 3.733
H -4.164 -2.054 4.111
H -4.315 -2.372 2.378
H -5.702 -2.514 3.549
H -6.908 -1.140 2.101
H -5.655 -0.384 1.017
H -7.574 1.126 1.582
H -6.116 1.815 2.333
H -8.320 -0.911 3.936
H -9.031 0.260 2.815
H -9.119 0.513 4.517
C 4.907 -3.157 4.774
O 4.795 -1.794 4.366
C 3.576 -1.336 4.046
C 3.691 0.029 3.343
O 4.313 1.197 3.957
C 3.578 1.870 5.004
H 5.974 -3.292 4.949
H 4.616 -3.920 4.052
H 4.286 -3.401 5.636
H 3.097 -1.141 5.006
H 3.015 -2.057 3.451
H 2.733 0.401 2.980
H 4.326 -0.305 2.522
H 2.774 2.524 4.666
H 4.381 2.444 5.467
H 3.148 1.060 5.594
C -1.246 5.533 1.728
O -1.169 5.395 0.311
C -2.449 4.940 -0.356
C -2.357 5.053 -1.892
O -2.134 6.403 -2.300
C -2.027 6.615 -3.745
H -1.773 6.384 2.160
H -0.235 5.582 2.133
H -1.614 4.586 2.121
H -3.226 5.612 0.006
H -2.700 3.932 -0.024
H -3.157 4.569 -2.451
H -1.504 4.417 -2.128
H -2.841 6.972 -4.375
H -1.556 5.817 -4.319
H -1.300 7.427 -3.742
C 5.073 -2.624 0.698
O 5.740 -1.409 0.339
C 6.871 -1.049 1.268
C 7.143 0.462 1.157
O 8.584 0.654 1.260
C 8.900 2.085 1.256
H 4.347 -2.547 1.508
H 5.806 -3.345 1.061
H 4.514 -3.097 -0.110
H 7.688 -1.655 0.877
H 6.587 -1.361 2.273
H 6.736 0.935 2.051
H 6.714 0.941 0.278
H 9.986 2.179 1.242
H 8.526 2.641 2.116
H 8.397 2.568 0.419
C 2.851 -4.651 -1.428
O 3.210 -5.450 -0.252
C 2.148 -5.507 0.677
C 2.633 -5.778 2.091
O 1.498 -5.478 2.981
C 1.759 -5.686 4.368
H 3.529 -4.903 -2.243
H 3.002 -3.584 -1.269
H 1.834 -4.864 -1.758
H 1.420 -6.195 0.247
H 1.494 -4.640 0.765
H 3.429 -5.052 2.252
H 3.150 -6.734 2.172
H 0.887 -5.469 4.984
H 2.585 -5.072 4.725
H 1.977 -6.741 4.536
C -5.545 0.898 -2.246
O -6.706 0.424 -2.812
C -7.253 1.070 -3.962
C -8.560 0.233 -4.379
O -8.312 -0.889 -5.195
C -9.426 -1.505 -5.728
H -4.936 1.439 -2.969
H -4.870 0.243 -1.694
H -5.991 1.534 -1.482
H -6.559 1.218 -4.790
H -7.627 2.052 -3.674
H -9.231 0.874 -4.952
H -9.221 -0.069 -3.567
H -9.968 -2.118 -5.008
H -8.967 -2.326 -6.278
H -10.105 -0.921 -6.349
C 3.447 -3.352 -4.555
O 4.450 -2.334 -4.345
C 4.002 -0.946 -4.168
C 5.244 -0.058 -3.872
O 4.986 1.273 -4.200
C 3.931 1.906 -3.491
H 2.712 -3.265 -3.756
H 3.935 -4.308 -4.364
H 2.994 -3.421 -5.544
H 3.334 -0.944 -3.307
H 3.289 -0.584 -4.909
H 6.073 -0.483 -4.437
H 5.493 -0.158 -2.815
H 4.012 2.961 -3.755
H 3.963 1.862 -2.403
H 3.002 1.612 -3.980
C -2.613 -4.389 -3.152
O -2.842 -3.245 -4.071
C -3.908 -2.363 -3.640
C -4.334 -1.428 -4.815
O -3.387 -0.410 -5.108
C -3.826 0.385 -6.232
H -3.536 -4.967 -3.210
H -2.474 -3.810 -2.239
H -1.746 -4.930 -3.529
H -3.514 -1.667 -2.899
H -4.792 -2.919 -3.328
H -5.273 -1.141 -4.341
H -4.646 -2.048 -5.656
H -2.908 0.906 -6.503
H -4.523 1.179 -5.962
H -4.222 -0.151 -7.095
C -1.855 0.902 1.587
C -1.284 0.257 0.276
C -1.561 1.357 -0.798
C -0.766 1.256 -2.069
C 0.728 1.083 -1.857
C 1.026 -0.092 -0.812
N 0.158 -0.127 0.397
O 0.308 -1.149 1.277
C 0.858 -1.417 -1.591
C 2.474 0.065 -0.333
C -2.191 -0.993 0.019
H -1.256 1.786 1.806
H -1.856 0.352 2.528
H -2.820 1.383 1.425
H -2.632 1.267 -0.977
H -1.340 2.305 -0.306
H -1.044 2.224 -2.487
H -1.033 0.397 -2.684
H 0.973 2.057 -1.433
H 1.234 0.939 -2.812
H -0.006 -1.190 -2.216
H 1.624 -1.540 -2.356
H 0.912 -2.328 -0.995
H 2.943 0.582 -1.170
H 2.642 0.737 0.509
H 3.011 -0.861 -0.126
H -3.255 -0.924 0.245
H -1.980 -1.760 0.764
H -1.984 -1.580 -0.876
H 0.058 -1.856 0.677